No. 1
Density functional theory data (the ωB97M-V functional and the def2-TZVPD basis) for a molecular structure, C35H44BrMnO4Se in a non-equilibrium geometry.

```
86
C35H44BrMnO4Se, DFT the ωB97M-V functional and the def2-TZVPD basis
Mn 0.2354 -0.5409 0.4194
C 0.5822 3.6844 -5.8498
C 1.7532 3.9614 -4.8930
C 3.0443 3.9634 -5.7121
C 1.5785 5.3561 -4.2723
C 1.7697 2.9079 -3.7853
C 0.6631 2.7531 -2.9625
C 0.6502 1.8054 -1.9563
Se -0.9834 1.6017 -0.9292
C -1.8322 0.3399 -2.1331
C -2.5230 0.8177 -3.2245
C -3.0859 -0.0621 -4.1434
C -2.9201 -1.4181 -3.8905
C -2.2387 -1.9463 -2.7959
C -1.6693 -1.0451 -1.8551
O -1.0423 -1.4150 -0.7802
C -2.1551 -3.4825 -2.7156
C -3.5808 -4.0532 -2.6344
C -1.4784 -4.0077 -3.9940
C -1.3680 -4.0564 -1.5313
C -3.8282 0.4839 -5.3611
C -4.3622 -0.6293 -6.2646
C -2.8765 1.3579 -6.1940
C -5.0211 1.3359 -4.9013
C 1.7484 0.9553 -1.6907
O 1.7248 0.0990 -0.7095
C 2.8792 1.0991 -2.5465
C 2.8520 2.0623 -3.5469
C 4.0919 0.1801 -2.3715
C 4.7002 0.3592 -0.9708
C 3.6606 -1.2847 -2.5669
C 5.1920 0.4735 -3.3939
H 0.5704 4.4138 -6.6656
H 0.6708 2.6843 -6.2783
H -0.3731 3.7425 -5.3277
H 2.9806 4.7265 -6.4917
H 3.9109 4.1916 -5.0881
H 3.2071 2.9994 -6.1985
H 1.5536 6.1235 -5.0522
H 0.6510 5.4164 -3.7022
H 2.4053 5.5753 -3.5938
H -0.2231 3.3645 -3.0900
H -2.5971 1.8922 -3.3516
H -3.3400 -2.1207 -4.5996
H -4.1753 -3.7791 -3.5078
H -3.5443 -5.1449 -2.5749
H -4.0875 -3.6747 -1.7447
H -2.0398 -3.7409 -4.8911
H -0.4744 -3.5892 -4.0821
H -1.3992 -5.0977 -3.9524
H -1.7943 -3.7562 -0.5782
H -1.3911 -5.1500 -1.5954
H -0.3298 -3.7321 -1.5505
H -3.5523 -1.2566 -6.6424
H -5.0776 -1.2615 -5.7344
H -4.8734 -0.1881 -7.1236
H -2.0122 0.7749 -6.5175
H -3.3880 1.7458 -7.0802
H -2.5115 2.2056 -5.6131
H -5.7172 0.7320 -4.3160
H -4.6929 2.1698 -4.2798
H -5.5544 1.7424 -5.7661
H 3.7198 2.1517 -4.1851
H 3.9665 0.1179 -0.2060
H 5.5648 -0.3012 -0.8523
H 5.0316 1.3906 -0.8258
H 2.8983 -1.5558 -1.8411
H 3.2524 -1.4272 -3.5705
H 4.5200 -1.9506 -2.4415
H 5.5761 1.4918 -3.2947
H 6.0233 -0.2148 -3.2255
H 4.8387 0.3279 -4.4174
Br -0.8350 -1.3039 9.0077
C -0.5841 -1.1512 7.1242
C -0.8607 -2.2402 6.3157
C -0.6528 -2.1311 4.9505
C -0.1978 -0.9382 4.4015
C 0.0563 0.1496 5.2323
C -0.1245 0.0460 6.6001
C 0.0239 -0.8002 2.9330
O 0.3437 -1.8094 2.2477
O -0.1145 0.3369 2.4021
H -1.2289 -3.1584 6.7521
H -0.8417 -2.9730 4.2976
H 0.3945 1.0739 4.7839
H 0.0825 0.8785 7.2583
```

## Properties
* lowest unoccupied orbital energy (spin up / spin down): 2.24 / 2.24 eV
* electronic energy: -7787.61808 hartree
* total charge: -1
* spin multiplicity: 2
* HOMO energy (spin up / spin down): -4.600 / -4.479 eV
* max |F|: 1.88 eV/A
* frontier orbital gap (spin up / spin down): 6.84 / 6.72 eV

---

No. 2
Density functional theory data (the ωB97M-V functional and the def2-TZVPD basis) for a molecular structure, C35H44CsN5O2PS2Si2.

```
92
C35H44CsN5O2PS2Si2, DFT the ωB97M-V functional and the def2-TZVPD basis
Cs 0.2927 -0.1421 -0.1585
N -2.4427 -0.8929 2.7944
C -1.2384 -1.3737 3.2451
N -0.1320 -1.3090 2.5738
C 0.9204 -1.8275 3.3068
C 0.6023 -2.2713 4.5459
S -1.0830 -2.0613 4.8355
C 2.2478 -1.8910 2.6764
C 3.2658 -2.6921 3.0636
S 4.6118 -2.4842 2.0022
C 3.6735 -1.3266 1.0782
N 2.4774 -1.1136 1.5568
N 4.1977 -0.7013 0.0069
H -2.5111 -0.8299 1.7834
H -3.2582 -1.3351 3.1887
H 1.2445 -2.6955 5.2987
H 3.2973 -3.4176 3.8583
H 4.9942 -1.1027 -0.4560
H 3.5641 -0.1802 -0.6219
O 1.3901 2.3309 -0.6854
C 1.9310 1.9950 -1.7456
C 1.8707 2.8525 -3.0082
C 2.6077 1.9988 -4.0300
C 3.1122 0.8080 -3.2067
O 3.8542 -0.0544 -3.6428
N 2.6275 0.8569 -1.9236
H 2.3552 3.8075 -2.7994
H 0.8300 3.0655 -3.2557
H 3.4538 2.4910 -4.5091
H 1.9576 1.6198 -4.8197
C -2.8291 0.3985 -3.0593
Si -3.2794 -1.0366 -1.9021
C -4.8341 -1.8221 -2.6519
C -3.9366 -0.2001 -0.3190
C -1.8540 -2.0654 -1.6150
Si -1.8068 -3.6907 -0.8807
C -2.3661 -5.1553 -1.9453
C -2.9081 -3.8006 0.6658
C -0.0605 -4.1549 -0.2959
H -3.6605 1.1021 -3.1759
H -2.5655 0.0222 -4.0516
H -1.9656 0.9560 -2.6836
H -5.6473 -1.1016 -2.7885
H -5.2045 -2.6273 -2.0086
H -4.5995 -2.2698 -3.6217
H -4.8302 0.4077 -0.4947
H -3.1714 0.4603 0.1070
H -4.2010 -0.9589 0.4254
H -1.0780 -1.9275 -2.3791
H -3.3999 -5.0050 -2.2719
H -2.3081 -6.1180 -1.4272
H -1.7521 -5.2138 -2.8492
H -3.9117 -3.4133 0.4634
H -2.4743 -3.2201 1.4825
H -3.0181 -4.8323 1.0140
H 0.6645 -4.0644 -1.1109
H -0.0162 -5.1840 0.0751
H 0.2693 -3.4938 0.5126
C 1.5650 4.6876 3.9382
C 0.4294 5.4189 3.6019
C -0.4539 4.9351 2.6518
C -0.2104 3.7185 2.0117
C 0.9167 2.9880 2.3732
C 1.8066 3.4688 3.3262
P -1.3350 2.9885 0.7474
C -2.9493 3.5469 1.4476
C -3.5261 2.7079 2.4015
C -4.7257 3.0462 3.0090
C -5.3747 4.2218 2.6571
C -4.8200 5.0535 1.6946
C -3.6135 4.7185 1.0945
C -1.1657 4.1423 -0.6693
C -2.0472 3.9361 -1.7322
C -1.9789 4.7155 -2.8761
C -1.0091 5.7047 -2.9808
C -0.1180 5.9051 -1.9368
C -0.1955 5.1299 -0.7867
H 2.2509 5.0654 4.6865
H 0.2320 6.3672 4.0869
H -1.3407 5.5083 2.4071
H 1.0957 2.0349 1.8944
H 2.6800 2.8858 3.5884
H -3.0298 1.7789 2.6639
H -5.1616 2.3867 3.7491
H -6.3156 4.4840 3.1250
H -5.3282 5.9670 1.4109
H -3.1900 5.3696 0.3402
H -2.7928 3.1513 -1.6638
H -2.6681 4.5372 -3.6920
H -0.9410 6.3077 -3.8778
H 0.6513 6.6632 -2.0205
H 0.5258 5.2765 0.0057
```

## Properties
* lowest unoccupied orbital energy: 1.94 eV
* electronic energy: -3521.44379 hartree
* total charge: -1
* HOMO energy: -3.502 eV
* max |F|: 0.89 eV/A
* frontier orbital gap: 5.44 eV
* energy relative to the best compared isomer or geometry (same formula, charge and spin): 0.2365 eV

---

No. 3
Density functional theory data (the ωB97M-V functional and the def2-TZVPD basis) for a molecular structure, C35H44CsN5O2PS2Si2.

```
92
C35H44CsN5O2PS2Si2, DFT the ωB97M-V functional and the def2-TZVPD basis
Cs -0.0656 -0.1644 -0.9215
N -1.4499 -1.3444 3.4089
C -0.1682 -1.0530 3.0041
N 0.2484 0.0717 2.4964
C 1.5632 -0.0477 2.0755
C 2.1467 -1.2502 2.2847
S 1.0357 -2.2986 3.0847
C 2.1164 1.0088 1.2127
C 1.7175 2.3059 1.1879
S 2.3768 3.0931 -0.1990
C 3.1318 1.5930 -0.6615
N 2.9285 0.6077 0.1660
N 3.8625 1.5004 -1.8107
H -2.0371 -0.5247 3.3019
H -1.8100 -2.0850 2.7604
H 3.1239 -1.5710 1.9678
H 1.0620 2.8176 1.8725
H 3.5874 2.1619 -2.5222
H 3.8621 0.5762 -2.2344
O 3.3129 -0.0755 -4.2625
C 2.1104 0.0480 -4.4781
C 1.4622 -0.3594 -5.8040
C -0.0033 -0.0218 -5.5933
C -0.0310 0.5157 -4.1614
O -1.0721 0.8505 -3.5924
N 1.2006 0.5466 -3.5993
H 1.6503 -1.4195 -5.9752
H 1.9354 0.1900 -6.6181
H -0.6754 -0.8776 -5.6617
H -0.3845 0.7439 -6.2701
C -1.9042 -5.0315 -1.4975
Si -1.2063 -4.2621 0.0969
C -1.2101 -5.6925 1.3368
C 0.6320 -3.9668 -0.2888
C -2.0733 -2.7973 0.7055
Si -3.8711 -2.6936 0.7387
C -4.6812 -4.2753 1.3888
C -4.7357 -2.3433 -0.9165
C -4.4650 -1.2680 1.8538
H -1.3309 -5.9104 -1.8095
H -1.8926 -4.3059 -2.3156
H -2.9430 -5.3432 -1.3526
H -0.7216 -6.5760 0.9141
H -2.2255 -5.9705 1.6277
H -0.6726 -5.4059 2.2447
H 1.1014 -4.9054 -0.5973
H 1.1609 -3.6105 0.5974
H 0.8229 -3.2445 -1.0894
H -1.6471 -1.8585 0.3449
H -4.5086 -5.1197 0.7164
H -5.7628 -4.1359 1.4757
H -4.2912 -4.5464 2.3724
H -4.5033 -3.1191 -1.6501
H -4.3932 -1.3902 -1.3327
H -5.8239 -2.2896 -0.8040
H -4.3221 -1.5033 2.9121
H -5.5262 -1.0458 1.7023
H -3.9003 -0.3538 1.6398
C -2.8505 4.2398 4.4512
C -3.6238 4.7860 3.4348
C -3.4850 4.3289 2.1328
C -2.5737 3.3160 1.8355
C -1.8125 2.7619 2.8626
C -1.9460 3.2293 4.1638
P -2.3031 2.6576 0.1522
C -3.9062 3.0078 -0.6548
C -4.8707 2.0027 -0.6028
C -6.1197 2.1924 -1.1747
C -6.4125 3.3866 -1.8171
C -5.4546 4.3887 -1.8849
C -4.2076 4.2017 -1.3071
C -1.2138 3.9117 -0.6140
C -0.8415 3.6792 -1.9398
C -0.0082 4.5710 -2.5958
C 0.4790 5.6904 -1.9346
C 0.1321 5.9133 -0.6100
C -0.7139 5.0299 0.0493
H -2.9610 4.5979 5.4674
H -4.3390 5.5685 3.6568
H -4.0960 4.7550 1.3459
H -1.1192 1.9558 2.6452
H -1.3481 2.7892 4.9525
H -4.6403 1.0605 -0.1181
H -6.8549 1.3992 -1.1311
H -7.3828 3.5328 -2.2752
H -5.6781 5.3186 -2.3932
H -3.4623 4.9851 -1.3683
H -1.1944 2.7924 -2.4602
H 0.2747 4.3751 -3.6227
H 1.1411 6.3786 -2.4452
H 0.5199 6.7775 -0.0843
H -0.9832 5.2149 1.0822
```

## Properties
* lowest unoccupied orbital energy: 2.01 eV
* electronic energy: -3521.45248 hartree
* total charge: -1
* HOMO energy: -3.915 eV
* max |F|: 0.23 eV/A
* frontier orbital gap: 5.93 eV
* energy relative to the best compared isomer or geometry (same formula, charge and spin): 0.0000 eV

---

No. 4
Density functional theory data (the ωB97M-V functional and the def2-TZVPD basis) for a molecular structure, C35H44MgN2O2S2.

```
86
C35H44MgN2O2S2, DFT the ωB97M-V functional and the def2-TZVPD basis
Mg -0.0035 0.0188 -2.8469
C -1.8109 -4.6151 2.9216
C -1.6592 -3.0917 3.0408
C -2.8714 -2.5122 3.7845
C -0.4039 -2.7920 3.8590
C -1.5851 -2.4827 1.6474
C -0.5418 -1.7495 1.2075
C -0.5259 -1.2384 -0.1366
N 0.3658 -0.4673 -0.7114
C 1.4864 0.1551 -0.3019
C 1.8827 0.4031 1.0462
C 3.0354 1.0633 1.3184
C 3.8299 1.5020 0.2116
C 3.5088 1.3447 -1.1032
C 2.2832 0.6423 -1.4091
O 1.9125 0.4242 -2.6064
C 4.3755 1.8928 -2.2343
C 3.5647 2.8916 -3.0756
C 4.8677 0.7383 -3.1213
C 5.6053 2.6279 -1.6987
C 3.5081 1.3874 2.7310
C 4.8852 0.7498 2.9638
C 2.5456 0.8497 3.7897
C 3.6159 2.9093 2.9025
C -1.5896 -1.6382 -1.0827
O -1.4808 -1.3669 -2.2916
C -2.7610 -2.3237 -0.5443
C -2.7029 -2.7045 0.7523
C -3.9666 -2.5739 -1.4430
C -4.4663 -1.2368 -2.0172
C -5.1186 -3.2106 -0.6644
C -3.5825 -3.5241 -2.5879
H -1.8631 -5.0636 3.9157
H -0.9593 -5.0488 2.3944
H -2.7181 -4.8940 2.3839
H -2.9364 -2.9460 4.7844
H -3.8092 -2.7262 3.2703
H -2.7810 -1.4292 3.8858
H -0.4921 -3.2536 4.8436
H -0.2676 -1.7185 4.0076
H 0.4927 -3.1936 3.3828
H 0.3175 -1.5847 1.8347
H 1.2127 0.1242 1.8414
H 4.7438 2.0290 0.4498
H 2.6975 2.4205 -3.5314
H 4.1952 3.2938 -3.8717
H 3.2260 3.7271 -2.4585
H 4.0363 0.1945 -3.5628
H 5.4747 0.0404 -2.5400
H 5.4884 1.1352 -3.9278
H 5.3312 3.4850 -1.0793
H 6.1870 3.0032 -2.5419
H 6.2551 1.9700 -1.1172
H 4.8319 -0.3350 2.8558
H 5.2397 0.9784 3.9712
H 5.6289 1.1218 2.2578
H 2.4491 -0.2368 3.7290
H 1.5520 1.2928 3.6948
H 2.9236 1.0944 4.7837
H 4.3226 3.3478 2.1966
H 3.9591 3.1511 3.9107
H 2.6462 3.3856 2.7460
H -3.5522 -3.2324 1.1644
H -4.7419 -0.5499 -1.2133
H -5.3540 -1.4138 -2.6281
H -3.7140 -0.7587 -2.6409
H -5.4380 -2.5872 0.1739
H -4.8575 -4.2009 -0.2842
H -5.9729 -3.3309 -1.3317
H -2.8006 -3.1001 -3.2132
H -4.4577 -3.7124 -3.2136
H -3.2371 -4.4822 -2.1929
S -0.7799 0.4837 -5.1594
C -1.6448 1.5279 -4.1139
N -1.3780 1.5926 -2.8244
C -2.2085 2.4670 -2.1504
C -2.1756 2.7265 -0.7822
C -3.0835 3.6261 -0.2560
C -4.0171 4.2670 -1.0741
C -4.0576 4.0154 -2.4345
C -3.1481 3.1093 -2.9649
S -2.9532 2.5697 -4.6090
H -1.4444 2.2271 -0.1580
H -3.0706 3.8392 0.8050
H -4.7178 4.9683 -0.6410
H -4.7820 4.5111 -3.0672
```

## Properties
* lowest unoccupied orbital energy (spin up / spin down): -1.84 / -1.84 eV
* electronic energy: -2616.74253 hartree
* total charge: 0
* HOMO energy (spin up / spin down): -7.533 / -7.534 eV
* max |F|: 0.50 eV/A
* frontier orbital gap (spin up / spin down): 5.70 / 5.70 eV

---

No. 5
Density functional theory data (the ωB97M-V functional and the def2-TZVPD basis) for a molecular structure, C35H44PW.

```
81
C35H44PW, DFT the ωB97M-V functional and the def2-TZVPD basis
W 0.7148 -0.3054 2.0000
C -1.1100 0.8694 1.2127
C -0.7459 1.4509 2.4795
C -0.8994 0.3830 3.4543
C -1.3768 -0.7613 2.7532
C -1.5537 -0.4742 1.3769
C -2.2620 -1.3868 0.4025
C -1.9425 -2.8570 0.6910
C -3.7611 -1.1214 0.6662
C -1.9312 -1.0683 -1.0499
C -0.3413 0.2033 4.8726
C -0.7655 -1.1502 5.4649
C 1.1793 0.1472 4.6400
C -0.7613 1.2784 5.8741
C -0.5020 2.9582 2.6040
C -0.3032 3.5790 1.2137
C -1.8081 3.5194 3.2034
C 0.7016 3.3744 3.4535
H -1.1058 1.4064 0.2775
H -1.5810 -1.7228 3.1986
H -2.2464 -3.1689 1.6898
H -0.8771 -3.0706 0.5567
H -2.4835 -3.4858 -0.0146
H -4.0370 -1.3503 1.6960
H -4.3464 -1.7633 0.0087
H -4.0284 -0.0864 0.4529
H -0.9109 -1.3730 -1.2862
H -2.0712 -0.0132 -1.2919
H -2.5955 -1.6347 -1.7011
H -0.3617 -2.0071 4.9197
H -1.8500 -1.2420 5.5139
H -0.3883 -1.2136 6.4849
H 1.4929 -0.6781 3.9086
H 1.6986 -0.2381 5.5222
H 1.6324 1.0985 4.3551
H -1.8307 1.1913 6.0681
H -0.5633 2.2938 5.5589
H -0.2436 1.1107 6.8190
H -1.1919 3.5003 0.5884
H 0.5524 3.1436 0.6884
H -0.1032 4.6424 1.3375
H -2.6657 3.2722 2.5769
H -1.7323 4.6052 3.2527
H -2.0000 3.1475 4.2080
H 1.6326 3.0570 2.9875
H 0.6760 3.0235 4.4781
H 0.7253 4.4631 3.4971
C 3.8819 -3.0258 3.0053
C 2.6826 -3.1973 2.3078
C 2.2226 -2.1703 1.5013
C 2.9175 -0.9327 1.4088
C 4.1056 -0.7821 2.1452
C 4.5856 -1.8320 2.9185
P 2.2526 0.2221 0.1305
C 2.4186 -0.5079 -1.4780
C 1.3678 -0.4223 -2.3918
C 1.5550 -0.9060 -3.6788
C 2.7746 -1.4639 -4.0363
C 3.8257 -1.5273 -3.1259
C 3.6599 -1.0419 -1.8411
C 3.0984 1.7789 0.2092
C 3.4659 2.3602 1.4310
C 4.0918 3.5920 1.4436
C 4.3374 4.2554 0.2434
C 3.9610 3.6905 -0.9668
C 3.3424 2.4494 -0.9939
H 4.2646 -3.8346 3.6143
H 2.1397 -4.1311 2.3692
H 1.3338 -2.3504 0.8787
H 4.6718 0.1371 2.0724
H 5.5192 -1.7172 3.4523
H 0.4357 0.0526 -2.1175
H 0.7546 -0.8386 -4.4023
H 2.9158 -1.8429 -5.0394
H 4.7756 -1.9498 -3.4231
H 4.4823 -1.0771 -1.1377
H 3.2800 1.8526 2.3709
H 4.3955 4.0380 2.3810
H 4.8322 5.2173 0.2568
H 4.1575 4.2105 -1.8940
H 3.0664 2.0049 -1.9409
```

## Properties
* lowest unoccupied orbital energy (spin up / spin down): -11.42 / -11.05 eV
* electronic energy: -1767.47256 hartree
* total charge: +3
* spin multiplicity: 3
* HOMO energy (spin up / spin down): -17.530 / -17.532 eV
* max |F|: 0.53 eV/A
* frontier orbital gap (spin up / spin down): 6.11 / 6.48 eV